Molecular formula: C14H43N3O7
Method: DFT, the ωB97M-V functional and the def2-TZVPD basis

For the total energy, the calculation gives -34013.2878 eV. As for the expectation value of S²: 0.75. For the HOMO energy (spin up / spin down), the calculation gives 0.9 / -7.0 eV. For the lowest unoccupied orbital energy (spin up / spin down), the calculation gives 2.52 / 2.49 eV. The calculation puts the orbital gap (spin up / spin down) at 0.061 / 0.347 hartree.

```
! RIJCOSX wB97M-V def2-TZVPD def2/J DEFGRID3
* xyz -1 2
C -4.947 7.933 -12.565
C -3.686 8.225 -11.720
C -3.693 9.472 -10.824
O -2.397 9.564 -10.165
C -2.191 10.819 -9.505
N -3.334 7.008 -10.988
H -5.893 7.763 -12.051
H -4.704 7.066 -13.179
H -5.037 8.793 -13.228
H -2.789 8.232 -12.339
H -4.397 9.520 -9.993
H -4.007 10.358 -11.375
H -1.928 11.728 -10.047
H -1.316 10.659 -8.875
H -3.002 10.975 -8.793
H -2.870 7.366 -10.165
H -4.180 6.571 -10.650
C 1.455 3.698 -5.800
C 0.683 2.570 -6.383
C -0.129 1.794 -5.340
O 0.717 1.030 -4.448
C -0.056 0.304 -3.599
N -0.202 3.109 -7.443
H 2.535 3.636 -5.666
H 1.068 4.015 -4.832
H 1.312 4.585 -6.416
H 1.359 1.904 -6.919
H -0.919 1.167 -5.753
H -0.568 2.486 -4.621
H -0.596 1.097 -3.081
H 0.614 -0.079 -2.829
H -0.779 -0.413 -3.989
H -1.104 3.384 -7.080
H 0.072 3.926 -7.969
C -1.049 0.786 -11.671
C 0.326 0.941 -10.944
C 0.792 2.413 -11.057
O 2.115 2.608 -10.606
C 2.424 3.905 -10.140
N 0.245 0.703 -9.505
H -1.021 1.255 -12.654
H -1.897 1.185 -11.114
H -1.203 -0.257 -11.947
H 1.084 0.342 -11.449
H 0.125 3.120 -10.562
H 0.769 2.754 -12.092
H 1.962 3.875 -9.154
H 2.051 4.825 -10.589
H 3.507 4.032 -10.112
H 1.141 0.727 -9.040
H 0.005 1.585 -9.076
C 0.999 8.261 -11.140
C 1.029 9.614 -11.838
O -0.030 9.759 -12.799
O 0.126 8.354 -10.045
H 2.023 7.943 -10.947
H 0.729 7.470 -11.838
H 1.936 9.675 -12.439
H 0.964 10.541 -11.270
H 0.017 10.561 -13.325
H -0.636 8.815 -10.405
O -0.363 8.884 -7.133
H -0.351 8.425 -7.973
H 0.096 8.297 -6.532
O -0.462 5.581 -9.399
H -0.492 6.374 -9.935
H -1.148 5.020 -9.762
*
```

Molecular formula: C44H51BIO4
Method: DFT, the ωB97M-V functional and the def2-TZVPD basis

For the total energy, the calculation gives -63424.5127 eV. For the HOMO energy, the calculation gives -4.9 eV. For the lowest unoccupied orbital energy, the calculation gives 2.26 eV. The calculation puts the orbital gap at 0.262 hartree.

```
! RIJCOSX wB97M-V def2-TZVPD def2/J DEFGRID3
* xyz -1 1
C 5.739 -2.352 0.195
C 4.689 -1.313 -0.243
C 4.416 -1.355 -1.750
O 3.124 -0.918 -2.128
C 2.929 0.498 -2.054
C 1.874 0.997 -1.045
O 2.368 2.014 -0.219
B 2.129 1.621 1.222
O 0.992 0.648 1.095
C 1.341 -0.063 -0.065
C 0.135 -0.816 -0.609
C -0.213 -2.180 -0.079
O -1.204 -2.760 -0.322
I 1.214 -3.196 1.214
H 6.664 -1.875 0.544
H 5.374 -2.981 1.011
H 6.022 -3.023 -0.629
H 3.749 -1.457 0.294
H 5.045 -0.317 0.055
H 5.169 -0.758 -2.293
H 4.502 -2.391 -2.108
H 3.870 1.001 -1.799
H 2.643 0.812 -3.070
H 1.022 1.394 -1.633
H 3.142 1.033 1.671
H 1.842 2.580 1.928
H 2.152 -0.768 0.156
H 0.189 -0.944 -1.702
H -0.762 -0.217 -0.384
C -2.725 0.566 -2.484
C -4.035 0.555 -2.940
C -4.714 1.750 -3.133
C -4.081 2.957 -2.870
C -2.773 2.968 -2.405
C -2.094 1.772 -2.210
H -2.201 -0.368 -2.323
H -4.532 -0.386 -3.136
H -5.741 1.737 -3.477
H -4.613 3.890 -3.014
H -2.281 3.907 -2.184
H -1.079 1.783 -1.833
C -4.432 -1.987 -5.751
C -5.286 -2.761 -6.526
C -5.474 -4.103 -6.222
C -4.809 -4.671 -5.144
C -3.956 -3.898 -4.368
C -3.767 -2.557 -4.674
H -4.286 -0.939 -5.979
H -5.806 -2.317 -7.366
H -6.141 -4.706 -6.826
H -4.959 -5.716 -4.906
H -3.442 -4.335 -3.521
H -3.105 -1.954 -4.067
C -8.099 -1.633 -0.766
C -7.319 -1.670 -1.913
C -7.488 -0.704 -2.895
C -8.435 0.297 -2.732
C -9.217 0.331 -1.586
C -9.048 -0.634 -0.603
H -7.959 -2.379 0.006
H -6.572 -2.443 -2.039
H -6.874 -0.733 -3.788
H -8.559 1.055 -3.496
H -9.951 1.116 -1.455
H -9.651 -0.602 0.296
C 3.916 0.897 4.788
C 3.996 -0.383 4.259
C 4.703 -1.369 4.936
C 5.333 -1.075 6.138
C 5.253 0.206 6.667
C 4.543 1.191 5.991
H 3.371 1.657 4.240
H 3.493 -0.590 3.323
H 4.763 -2.370 4.525
H 5.886 -1.845 6.664
H 5.744 0.437 7.604
H 4.483 2.191 6.401
C -2.369 0.534 4.467
C -1.602 0.528 3.309
C -1.801 1.498 2.337
C -2.762 2.481 2.531
C -3.529 2.491 3.689
C -3.334 1.515 4.658
H -2.208 -0.221 5.226
H -0.829 -0.215 3.160
H -1.168 1.495 1.460
H -2.913 3.242 1.775
H -4.278 3.260 3.839
H -3.929 1.522 5.563
C 6.909 3.374 1.495
C 6.162 2.270 1.882
C 6.805 1.132 2.350
C 8.190 1.097 2.429
C 8.936 2.203 2.044
C 8.295 3.342 1.577
H 6.408 4.261 1.125
H 5.081 2.288 1.814
H 6.219 0.270 2.644
H 8.688 0.205 2.789
H 10.017 2.176 2.105
H 8.876 4.204 1.273
*
```

Molecular formula: C16H19AuN3O2SeSi
Method: DFT, the ωB97M-V functional and the def2-TZVPD basis

For the total energy, the calculation gives -102374.6853 eV. As for the expectation value of S²: 2.01. For the HOMO energy (spin up / spin down), the calculation gives -10.8 / -10.8 eV. The energy above the lowest of the compared OMol25 structures with the same formula, charge and spin comes out at 0.349 eV. For the lowest unoccupied orbital energy (spin up / spin down), the calculation gives -3.85 / -5.42 eV. The calculation puts the orbital gap (spin up / spin down) at 0.256 / 0.198 hartree.

```
! RIJCOSX wB97M-V def2-TZVPD def2/J DEFGRID3
* xyz 1 3
Au 0.132 0.324 0.032
O -2.555 -4.144 1.692
C -2.419 -3.449 2.842
C -2.912 -3.972 4.036
C -2.782 -3.275 5.219
C -2.153 -2.033 5.236
C -1.664 -1.513 4.059
C -1.778 -2.197 2.841
C -1.219 -1.560 1.640
O -0.658 -0.408 1.833
N -1.340 -2.173 0.443
N -0.726 -1.472 -0.517
C -0.715 -1.737 -1.776
C 0.024 -0.774 -2.654
C 0.191 -0.996 -4.005
C 0.873 -0.060 -4.771
C 1.375 1.075 -4.167
C 1.176 1.240 -2.804
N 0.518 0.348 -2.074
H -3.004 -4.974 1.885
H -3.402 -4.939 4.022
H -3.172 -3.703 6.133
H -2.052 -1.483 6.160
H -1.174 -0.551 4.057
H -1.217 -2.622 -2.158
H -0.214 -1.898 -4.445
H 1.007 -0.223 -5.832
H 1.908 1.828 -4.728
H 1.546 2.109 -2.276
C 3.869 3.926 2.164
Si 2.139 4.433 1.793
C 1.913 5.547 0.341
C 1.036 4.717 3.240
Se 1.162 2.430 0.930
H 4.450 4.756 2.579
H 4.362 3.587 1.253
H 3.872 3.112 2.888
H 2.290 6.551 0.558
H 0.856 5.627 0.087
H 2.462 5.168 -0.522
H 1.323 5.626 3.777
H 1.101 3.882 3.939
H 0.003 4.826 2.911
*
```

Molecular formula: C2H2N2O
Method: DFT, the ωB97M-V functional and the def2-TZVPD basis

For the total energy, the calculation gives -7129.3479 eV. The SMILES is N#CC(N)=O. For the HOMO energy (spin up / spin down), the calculation gives -9.7 / -9.7 eV. The energy above the lowest of the compared OMol25 structures with the same formula, charge and spin comes out at 4.496 eV. For the lowest unoccupied orbital energy (spin up / spin down), the calculation gives -1.52 / -1.52 eV. The calculation puts the orbital gap (spin up / spin down) at 0.301 / 0.301 hartree.

```
! RIJCOSX wB97M-V def2-TZVPD def2/J DEFGRID3
* xyz 0 1
N -2.014 1.323 0.919
C -1.098 0.721 0.563
C -0.080 0.211 -0.199
N 0.602 -0.894 -0.024
O 0.430 1.109 -1.601
H 0.718 -1.347 0.869
H 1.443 -1.124 -0.526
*
```

Molecular formula: C4H3N2O4
Method: DFT, the ωB97M-V functional and the def2-TZVPD basis

For the total energy, the calculation gives -15356.4680 eV. For the HOMO energy, the calculation gives -15.4 eV. The energy above the lowest of the compared OMol25 structures with the same formula, charge and spin comes out at 0.000 eV. For the lowest unoccupied orbital energy, the calculation gives -4.91 eV. The calculation puts the orbital gap at 0.385 hartree.

```
! RIJCOSX wB97M-V def2-TZVPD def2/J DEFGRID3
* xyz 1 1
C 0.812 0.275 1.378
C -0.007 -0.210 0.288
C -1.113 1.897 -0.361
C -4.056 -0.514 0.179
N -0.440 0.228 1.619
N -0.438 0.989 -0.804
O -5.059 -0.819 0.542
O -1.900 2.621 -0.045
O -2.972 -0.243 -0.045
O 0.051 -1.346 -0.289
H 1.647 0.564 1.862
H -0.134 0.882 -1.822
H -0.603 -1.989 -0.122
*
```

Molecular formula: C36H81FN3O7Si
Method: DFT, the ωB97M-V functional and the def2-TZVPD basis

For the total energy, the calculation gives -68030.8557 eV. For the HOMO energy, the calculation gives -10.6 eV. For the lowest unoccupied orbital energy, the calculation gives -2.11 eV. The calculation puts the orbital gap at 0.313 hartree.

```
! RIJCOSX wB97M-V def2-TZVPD def2/J DEFGRID3
* xyz 1 1
C -1.189 4.755 3.138
C -2.429 3.771 3.065
C -2.073 2.264 3.464
C -2.814 1.170 2.620
C -2.165 0.469 1.363
C -0.935 -0.430 1.663
C 0.584 -0.117 1.805
C 1.057 0.408 3.233
N 2.300 -0.325 3.655
N -3.185 -0.608 1.063
C -3.300 -1.776 1.920
C -4.531 -0.235 0.704
C -4.686 0.987 -0.302
Si -5.487 0.259 -1.870
C -7.201 -0.418 -1.257
C -5.995 1.434 -3.278
C -4.675 -1.240 -2.695
N -3.524 1.935 -0.285
C -3.680 2.939 -1.355
C -4.998 3.840 -1.182
C -5.045 4.883 -2.351
F -5.618 6.051 -1.882
C -2.136 1.353 0.008
C -1.841 0.416 -1.239
C -0.361 -0.055 -1.439
O -0.179 -1.467 -1.330
C -1.170 2.588 0.024
C 0.100 2.697 0.915
C -0.548 3.027 -1.396
C -0.416 4.614 -1.483
H -1.245 5.387 2.210
H -1.227 5.460 3.994
H -0.215 4.220 3.169
H -3.162 4.200 3.800
H -2.976 3.824 2.085
H -2.529 2.209 4.494
H -0.995 2.108 3.674
H -3.079 0.389 3.383
H -3.818 1.643 2.415
H -1.092 -0.805 2.714
H -0.942 -1.282 0.933
H 1.125 0.390 0.978
H 1.097 -1.125 1.822
H 1.327 1.490 3.223
H 0.299 0.165 4.023
H 3.070 0.300 3.397
H 2.337 -0.338 4.676
H -2.671 -2.615 1.508
H -2.991 -1.689 2.993
H -4.333 -2.205 1.972
H -5.153 -0.071 1.638
H -5.017 -1.124 0.217
H -5.530 1.553 0.190
H -7.610 0.319 -0.525
H -7.897 -0.507 -2.124
H -7.034 -1.420 -0.785
H -5.169 1.944 -3.823
H -6.554 0.846 -4.055
H -6.759 2.153 -2.874
H -4.368 -2.074 -2.027
H -5.355 -1.583 -3.517
H -3.755 -0.872 -3.234
H -3.675 2.532 0.550
H -2.989 3.823 -1.304
H -3.530 2.594 -2.400
H -5.932 3.255 -1.102
H -4.862 4.411 -0.229
H -5.634 4.426 -3.183
H -4.000 5.083 -2.680
H -2.432 -0.528 -1.223
H -2.154 0.906 -2.199
H 0.351 0.553 -0.841
H -0.082 0.170 -2.506
H 0.517 -1.681 -0.699
H -1.764 3.486 0.365
H 0.364 3.788 0.979
H 0.069 2.362 1.964
H 1.018 2.252 0.448
H 0.427 2.536 -1.593
H -1.212 2.774 -2.253
H -1.269 5.128 -0.983
H 0.578 4.976 -1.138
H -0.474 4.884 -2.570
C 0.077 -4.983 0.184
O 0.574 -5.560 -1.004
C 1.177 -4.591 -1.850
C 1.985 -5.268 -2.944
O 3.282 -5.665 -2.513
C 3.329 -6.828 -1.689
C 3.132 -8.116 -2.470
O 1.748 -8.353 -2.689
C 1.534 -9.350 -3.668
H -0.669 -4.212 -0.042
H -0.395 -5.771 0.770
H 0.896 -4.553 0.772
H 1.830 -3.934 -1.262
H 0.374 -3.996 -2.303
H 2.158 -4.534 -3.735
H 1.442 -6.104 -3.388
H 2.632 -6.750 -0.854
H 4.338 -6.841 -1.270
H 3.532 -8.958 -1.890
H 3.659 -8.050 -3.428
H 1.929 -9.026 -4.637
H 0.460 -9.503 -3.765
H 2.001 -10.294 -3.369
C 8.361 -1.697 1.293
O 7.729 -0.485 0.932
C 6.317 -0.615 0.899
C 5.663 0.755 0.837
O 5.555 1.380 2.113
C 6.767 1.922 2.636
C 7.172 3.225 1.967
O 7.842 2.962 0.743
C 7.953 4.122 -0.057
H 8.108 -2.493 0.586
H 9.438 -1.535 1.271
H 8.074 -1.990 2.309
H 5.966 -1.151 1.789
H 6.050 -1.187 0.001
H 4.633 0.620 0.496
H 6.159 1.408 0.117
H 7.572 1.187 2.612
H 6.555 2.137 3.686
H 7.864 3.770 2.621
H 6.282 3.839 1.784
H 6.960 4.485 -0.343
H 8.499 3.859 -0.961
H 8.501 4.908 0.472
*
```

Molecular formula: C25H41F6N10OPd
Method: DFT, the ωB97M-V functional and the def2-TZVPD basis

For the total energy, the calculation gives -63319.0532 eV. For the HOMO energy (spin up / spin down), the calculation gives -0.7 / -0.7 eV. The energy above the lowest of the compared OMol25 structures with the same formula, charge and spin comes out at 0.299 eV. For the lowest unoccupied orbital energy (spin up / spin down), the calculation gives 1.93 / 1.93 eV. The calculation puts the orbital gap (spin up / spin down) at 0.095 / 0.095 hartree.

```
! RIJCOSX wB97M-V def2-TZVPD def2/J DEFGRID3
* xyz -1 1
Pd -1.117 1.883 0.384
C 1.031 0.912 4.447
N 1.067 1.693 3.209
C 0.384 2.994 3.445
C 1.520 1.350 1.996
N 0.959 1.939 0.959
C 1.651 2.554 -0.087
C 2.816 3.306 0.094
C 3.162 4.321 -0.820
C 2.508 4.434 -2.031
C 1.557 3.491 -2.388
C 0.998 2.693 -1.369
N -0.174 2.066 -1.472
C -0.788 1.750 -2.620
N -0.698 0.517 -3.149
C -1.357 0.098 -4.421
C 0.045 -0.518 -2.375
N -1.557 2.759 -3.206
C -1.869 2.976 -4.600
C -1.925 3.957 -2.425
N 2.484 0.390 1.911
C 3.067 -0.076 0.645
C 3.326 0.006 3.077
H 0.102 1.106 4.974
H 1.886 1.210 5.072
H 1.002 -0.165 4.291
H -0.683 2.834 3.263
H 0.676 3.719 2.673
H 0.624 3.337 4.464
H 3.320 3.248 1.046
H 4.017 4.948 -0.743
H 2.812 5.171 -2.769
H 1.209 3.443 -3.411
H -2.432 0.325 -4.304
H -1.186 -0.945 -4.584
H -0.857 0.626 -5.273
H -0.427 -0.849 -1.420
H 1.017 -0.091 -2.074
H 0.256 -1.381 -3.005
H -1.007 2.794 -5.260
H -2.207 4.017 -4.688
H -2.625 2.248 -4.957
H -1.553 3.880 -1.445
H -2.998 4.102 -2.396
H -1.540 4.810 -2.930
H 2.305 -0.151 -0.126
H 3.518 -1.095 0.725
H 3.848 0.634 0.346
H 3.630 0.849 3.720
H 4.277 -0.401 2.638
H 2.899 -0.765 3.731
C 2.150 -6.716 0.157
C 1.597 -6.644 1.565
C 0.060 -6.961 1.606
C 1.858 -5.305 2.276
N 1.144 -4.152 1.604
C -0.085 -3.594 1.709
N -0.275 -2.666 0.776
N 0.923 -2.560 0.184
N 1.806 -3.415 0.666
H 1.807 -7.664 -0.302
H 3.251 -6.739 0.109
H 1.777 -5.891 -0.460
H 2.213 -7.273 2.219
H -0.511 -6.428 0.792
H -0.321 -6.681 2.583
H -0.023 -8.034 1.482
H 2.920 -5.145 2.248
H 1.501 -5.271 3.319
H -0.768 -3.945 2.469
C -3.608 0.686 1.300
C -3.785 1.089 -0.203
O -2.728 1.673 -0.817
C -4.035 -0.255 -1.060
F -3.018 -1.101 -0.734
F -5.279 -0.821 -0.822
F -3.921 -0.046 -2.387
C -5.007 2.085 -0.488
F -6.203 1.735 0.082
F -5.215 2.273 -1.810
F -4.617 3.238 0.115
H -2.832 -0.152 1.331
H -4.530 0.262 1.718
H -3.221 1.462 2.012
*
```